The following is a quantum chemistry calculation of C27H32AsCl2N6O7Rb as an isolated structure, from the OMol25 dataset.

Results
Total charge ... -2
Energy above the lowest of the compared OMol25 structures with the same formula, charge and spin ... 31.1 kcal per mole

Element x y z (Å)
Rb1 -0.525 -0.316 0.631
O1 1.829 2.222 -2.428
C1 1.366 1.099 -1.817
O2 1.176 1.044 -0.639
C2 1.189 -0.023 -2.803
O3 0.332 -0.980 -2.265
C3 0.327 -2.184 -3.022
C4 -0.393 -3.306 -2.287
O4 -0.817 -4.219 -3.011
O5 -0.447 -3.202 -1.025
H1 1.894 2.869 -1.709
H2 2.192 -0.434 -2.979
H3 0.813 0.390 -3.747
H4 1.365 -2.505 -3.186
H5 -0.146 -2.019 -3.995
Cl1 -2.612 4.817 2.124
C5 -3.150 4.032 0.653
C6 -4.267 4.544 -0.004
C7 -4.732 3.994 -1.164
Cl2 -6.144 4.693 -1.956
C8 -4.072 2.875 -1.733
C9 -4.478 2.243 -2.930
C10 -3.778 1.174 -3.407
C11 -2.653 0.723 -2.689
N1 -2.248 1.286 -1.579
C12 -2.932 2.348 -1.077
C13 -2.401 2.924 0.184
O6 -1.382 2.463 0.736
H6 -4.775 5.403 0.418
H7 -5.347 2.618 -3.455
H8 -4.075 0.669 -4.318
H9 -2.079 -0.133 -3.036
C14 1.950 -4.911 0.830
C15 2.718 -3.712 0.381
C16 4.045 -3.349 0.510
C17 4.120 -2.059 -0.061
N2 2.944 -1.673 -0.528
N3 2.104 -2.689 -0.233
C18 5.310 -1.159 -0.186
H10 2.621 -5.762 0.952
H11 1.171 -5.164 0.109
H12 1.457 -4.729 1.787
H13 4.835 -3.919 0.975
H14 1.098 -2.686 -0.510
H15 5.995 -1.295 0.653
H16 4.996 -0.115 -0.199
H17 5.875 -1.348 -1.104
C19 3.596 2.667 1.293
C20 3.778 1.561 2.330
As1 2.148 0.473 2.486
C21 2.628 -0.680 4.019
C22 3.886 -0.337 4.809
C23 1.001 1.795 3.407
C24 1.577 2.499 4.627
H18 4.509 3.256 1.161
H19 2.795 3.356 1.573
H20 3.320 2.248 0.323
H21 4.068 1.969 3.299
H22 4.572 0.879 2.018
H23 2.707 -1.684 3.599
H24 1.746 -0.700 4.658
H25 4.784 -0.346 4.187
H26 4.040 -1.065 5.611
H27 3.826 0.651 5.271
H28 0.112 1.223 3.679
H29 0.666 2.503 2.645
H30 1.842 1.791 5.416
H31 0.847 3.196 5.049
H32 2.474 3.078 4.390
O7 -0.324 -1.103 2.968
N4 -1.414 -1.722 2.942
C25 -1.770 -2.335 4.067
C26 -0.915 -2.288 5.225
N5 -0.238 -2.283 6.157
C27 -3.025 -3.031 4.111
N6 -4.026 -3.598 4.177

---

The following is a quantum chemistry calculation of a 2-piece molecular cluster, C5H13N2 overall, from the OMol25 dataset.

Results
Total charge ... +1
Energy above the lowest of the compared OMol25 structures with the same formula, charge and spin ... 116.9 kcal per mole

Element x y z (Å)
C1 0.960 2.477 -1.695
C2 0.352 2.446 -0.272
C3 0.924 1.339 0.585
N1 -0.777 -1.925 1.915
C4 0.344 -1.083 1.461
C5 0.292 0.055 0.608
N2 -1.753 -3.068 -0.826
H1 1.300 3.488 -2.042
H2 0.334 1.873 -2.391
H3 0.497 3.403 0.256
H4 -0.753 2.436 -0.345
H5 1.874 1.373 1.151
H6 -2.086 -2.590 -1.649
H7 -1.009 -1.508 2.766
H8 -0.635 -2.924 2.011
H9 1.283 -1.340 2.006
H10 -0.601 0.219 -0.013
H11 1.913 1.844 -1.863
H12 -1.494 -3.984 -1.149
H13 -0.965 -2.530 -0.516

---

Number 1: DFT total energy -5083.618481 Eh, E_LUMO 0.137 hartree. Number 2: DFT total energy -307.435275 Eh, E_LUMO -0.255 hartree.